No. 1
# C14H14N2PtSSe2

C14H14N2PtSSe2 as an isolated structure (ωB97M-V/def2-TZVPD, the Open Molecules 2025 dataset).

```
34
Properties=species:S:1:pos:R:3:forces:R:3:mulliken_charge:R:1
H -1.457660 -1.561622 -3.065971 0.02 0.01 0.00 0.35
H 7.070887 1.013368 2.362460 0.00 0.00 0.00 0.44
H 4.698600 0.352014 2.127824 0.00 0.01 0.00 0.45
H 4.792309 1.468240 -1.999359 0.00 0.01 0.00 0.44
H 7.165173 2.131131 -1.768005 0.00 0.00 0.00 0.44
C -0.247135 -4.061175 0.852872 0.06 0.09 -0.02 -0.97
H 0.110691 -5.078359 0.712441 0.01 0.00 -0.02 0.33
N -2.051146 -1.547496 -0.764952 0.29 -0.12 0.00 -0.64
S -1.615149 0.785221 0.701146 0.27 0.45 0.47 -0.36
Se 1.252092 -2.819007 0.745536 -0.05 -0.14 -0.48 -0.01
C 2.058818 0.169706 -0.197841 -0.42 -0.04 0.07 -1.45
C -0.654191 -1.215517 -3.709121 0.11 -0.03 0.02 -0.94
Se 1.011446 -1.162270 -2.700125 -0.08 -0.41 0.48 -0.02
C 1.928121 -3.389605 -1.023899 0.12 0.20 0.23 -0.87
C 5.243850 0.741001 1.279052 -0.03 0.00 -0.07 -0.52
H -0.840889 -0.197907 -4.041700 -0.03 0.00 0.00 0.32
C 6.620500 1.739874 -0.919370 0.08 0.02 0.01 -0.57
C 3.222317 0.482415 -0.087323 -0.20 -0.06 -0.04 1.22
H 0.028890 -3.382479 -2.057230 -0.02 0.01 -0.13 0.31
N 9.741264 2.295998 0.552433 -0.02 -0.01 0.00 -0.51
C 4.589153 0.864965 0.048416 0.17 0.08 0.03 0.24
H -1.007842 -3.795738 0.124221 -0.01 -0.01 0.01 0.31
H -0.516365 -1.868735 -4.567680 0.01 0.01 -0.01 0.34
C 8.637917 1.991349 0.444765 0.24 0.07 0.03 0.02
C 5.296873 1.369907 -1.048089 -0.02 -0.03 0.06 -0.49
C 1.064006 -3.090670 -2.236949 -0.17 0.23 0.03 -0.59
H 2.898571 -2.898041 -1.108410 0.03 -0.06 0.04 0.34
C 7.265253 1.611924 0.311039 -0.32 -0.10 -0.02 0.55
C 6.567386 1.109889 1.410069 0.09 0.03 -0.01 -0.55
Pt 0.268839 -0.536904 -0.420481 -0.56 -0.05 -0.43 0.65
C -2.057020 -0.569992 -0.110075 0.44 -0.14 -0.27 0.44
H -0.658906 -3.959786 1.854264 -0.01 0.02 -0.01 0.33
H 1.451588 -3.612860 -3.111548 -0.01 -0.04 0.02 0.48
H 2.096423 -4.464689 -0.957528 0.00 0.01 0.02 0.51
```
Positions in Å, forces in eV/Å.

## Properties
* maximum force: 0.7 eV/Å
* HOMO-LUMO gap: 7.25 eV
* energy relative to the best compared isomer or geometry (same formula, charge and spin): 5.6 kcal per mole



No. 2
# C14H14N4O3PtS2

C14H14N4O3PtS2 as an isolated structure at a distorted geometry (ωB97M-V/def2-TZVPD, the Open Molecules 2025 dataset).

```
38
Properties=species:S:1:pos:R:3:forces:R:3:mulliken_charge:R:1
N -1.016204 -0.278970 0.888055 -0.05 1.12 0.88 0.39
S -2.735037 -2.481491 1.453441 0.73 -0.42 -0.41 -0.42
C 0.295371 1.762914 1.289612 -0.02 -0.05 -0.03 0.10
S 0.322539 -3.141227 -1.491925 -0.10 -0.34 -0.32 1.23
C 1.609125 3.678304 2.818203 0.02 0.00 0.02 -0.38
C 0.413323 1.795491 -1.741258 -0.14 0.01 -0.02 -0.40
C -1.241264 0.014320 -3.014872 -0.07 0.05 0.18 -0.21
O -1.081511 -2.917533 -2.057883 -0.15 0.23 0.59 -0.78
C -0.026610 3.110426 1.156166 -0.01 0.06 0.05 -0.11
H 1.072395 2.465829 -1.209503 0.00 -0.02 -0.01 0.50
C 1.282230 1.377249 2.193719 0.03 0.00 -0.05 -0.20
N -0.985837 -0.531085 2.225087 -0.32 -0.40 -0.31 -1.10
H -1.887883 -0.731158 -3.456032 0.10 -0.08 0.01 0.44
H -2.161643 -2.781858 4.121085 0.03 -0.02 0.02 0.20
H -0.550223 0.851261 -4.851943 0.00 0.03 0.01 0.40
H 0.853118 -4.180243 -3.536463 0.02 0.03 0.03 0.31
H -1.106115 -1.446066 4.465318 -0.02 0.03 0.00 0.24
H 0.976199 2.454753 -3.696680 0.00 -0.02 0.00 0.42
O 0.233034 -3.619425 -0.130629 0.34 -0.17 0.04 -0.65
C 1.939027 2.334833 2.948414 -0.01 0.01 0.00 -0.71
Pt -1.623129 -1.546291 -0.408576 -1.09 0.18 -0.47 1.16
C -0.382122 0.905099 -1.039291 -0.47 -0.07 0.32 0.36
H 0.345503 -5.354848 -2.285798 -0.01 0.05 0.00 0.32
C -1.723454 -1.589029 2.534759 0.05 0.53 0.25 0.58
C -0.401404 0.778560 0.433445 0.22 -0.16 -0.30 0.25
C 0.353972 1.778592 -3.124509 0.02 0.02 -0.08 -0.61
C 0.623924 4.066549 1.923540 -0.02 -0.03 -0.02 -0.74
C 0.929547 -4.459489 -2.487747 0.01 -0.19 -0.13 -1.06
H -0.799696 3.411348 0.458545 0.01 -0.01 0.01 0.51
N -1.195804 0.033037 -1.683243 1.22 -0.42 -0.09 -0.38
H 1.970332 -4.614700 -2.211300 -0.02 0.00 -0.01 0.35
H 2.122177 4.422111 3.414387 -0.01 -0.01 0.00 0.39
H 0.358115 5.110845 1.822624 0.00 -0.01 0.00 0.38
O 1.199224 -2.010175 -1.721737 -0.17 0.05 -0.09 -0.63
N -1.731884 -1.920942 3.838593 -0.10 -0.09 -0.08 -0.39
C -0.491924 0.891373 -3.773900 -0.01 0.10 0.01 -0.59
H 1.531131 0.330346 2.294993 -0.01 0.00 0.00 0.48
H 2.711458 2.031292 3.643302 -0.01 0.01 -0.01 0.38
```
Positions in Å, forces in eV/Å.

## Properties
* maximum force: 1.4 eV/Å
* HOMO-LUMO gap: 7.00 eV
* energy relative to the best compared isomer or geometry (same formula, charge and spin): 29.3 kcal per mole



No. 3
# C14H14N6O5Pt

C14H14N6O5Pt as an isolated structure at a distorted geometry (ωB97M-V/def2-TZVPD, the Open Molecules 2025 dataset).

```
40
Properties=species:S:1:pos:R:3:forces:R:3:mulliken_charge:R:1
H 0.923309 -1.178680 -1.633996 -0.01 -0.05 -0.06 0.58
C 2.947524 2.783070 -0.418120 -0.03 0.21 0.00 0.48
C 1.578018 2.714635 -0.212926 -0.18 -0.11 -0.02 -0.04
C 3.332495 1.461611 -0.557015 0.04 -0.15 0.00 -0.27
C 3.956939 3.905895 -0.496855 -0.10 0.00 0.06 0.41
H 1.107954 -4.686474 -0.162248 0.02 0.01 0.01 0.44
C 0.518888 3.714678 0.027788 0.35 0.14 0.06 1.14
C 1.271577 -2.234881 1.145569 -0.14 -0.03 -0.05 -1.55
O -2.756795 1.597482 0.622875 -0.12 0.07 -0.07 -0.75
H 2.193457 -0.312987 -0.512265 -0.01 0.00 0.03 -0.04
Pt -0.831931 1.256919 0.159507 -0.14 -1.56 -0.06 0.98
H -0.276671 -4.493184 0.914993 0.01 0.02 0.01 0.43
N -1.234632 -0.637789 0.131607 -0.14 3.09 0.24 -0.71
O 3.527031 5.150034 -0.380437 0.04 0.00 -0.01 -0.47
H 0.891983 -2.676905 2.066577 0.01 0.00 -0.01 0.40
H -4.986631 2.436002 1.072739 -0.04 0.00 0.00 0.31
H -0.511228 -4.490708 -0.835163 0.01 0.02 -0.03 0.43
C -3.761057 -0.575536 0.382822 -0.58 0.43 0.08 0.18
C -2.591865 -1.155042 0.204480 0.00 -0.03 0.02 0.60
N -2.168571 -2.468501 0.044400 2.30 0.83 -0.11 -0.43
H 2.568947 5.239873 -0.240639 0.01 -0.03 -0.01 0.38
C 1.037211 -2.244434 -1.415311 -0.12 -0.08 0.11 -1.74
O -0.702828 3.142520 0.229831 -0.13 -0.55 -0.04 -0.34
O 0.683207 4.889530 0.062205 -0.12 0.14 0.00 -0.56
N -4.951603 1.439820 0.891375 -0.09 0.07 0.02 -0.31
H -5.811384 0.906485 0.935064 0.00 0.00 -0.02 0.24
C -4.959522 -1.354649 0.384565 0.06 -0.02 0.11 -0.51
O 5.099157 3.604257 -0.655338 0.09 0.02 -0.04 -0.49
C 0.399613 -2.662267 -0.060525 0.38 0.05 -0.04 2.28
C -0.881218 -1.959211 0.037207 -1.43 -2.59 -0.19 -0.08
C -3.803723 0.881740 0.628768 0.05 -0.04 -0.01 1.43
H 1.294725 -1.152840 1.297042 0.08 0.02 -0.02 0.49
N -5.930439 -1.966486 0.416522 -0.04 0.08 -0.03 -0.26
H 2.285738 -2.602556 0.991336 0.01 0.03 0.02 0.37
N 1.156007 1.441072 -0.228638 -0.18 0.08 0.08 -0.76
N 2.245797 0.690856 -0.433514 0.16 -0.02 -0.03 0.16
C 0.155280 -4.174639 -0.033657 -0.03 0.01 0.00 -1.79
H 0.568808 -2.785086 -2.237087 0.01 0.03 -0.01 0.39
H 2.095144 -2.507810 -1.400471 0.02 -0.01 -0.03 0.42
H 4.321304 1.064171 -0.733073 -0.04 -0.04 0.00 0.58
```
Positions in Å, forces in eV/Å.

## Properties
* maximum force: 3.1 eV/Å
* HOMO-LUMO gap (alpha / beta): 3.83 / 3.83 eV
* energy relative to the best compared isomer or geometry (same formula, charge and spin): 6.7 kcal per mole
* total charge: +2



No. 4
# C14H15BeN2O3S

C14H15BeN2O3S as an isolated structure (ωB97M-V/def2-TZVPD, the Open Molecules 2025 dataset).

```
36
Properties=species:S:1:pos:R:3:forces:R:3:mulliken_charge:R:1
H 2.439761 1.501843 -4.780767 -0.02 -0.01 -0.01 0.29
H -1.373262 1.403757 -2.974786 0.01 0.04 0.03 0.27
H -1.942847 0.085180 3.191738 -0.04 -0.01 -0.01 0.35
C 1.701671 0.866021 1.808059 -0.10 0.10 0.03 0.04
H -4.336332 0.269039 0.184370 -0.01 -0.03 0.03 0.39
H 0.923044 0.589399 2.513727 -0.02 0.04 -0.02 0.25
H -3.619427 0.504519 2.805485 -0.01 -0.04 0.00 0.36
H 0.137510 1.902444 -4.589947 0.00 0.04 -0.01 0.22
O -1.136967 -0.549940 0.818473 -0.13 -0.02 0.18 -0.47
C -2.408954 0.103679 1.094253 0.03 -0.02 -0.01 1.77
H 3.924342 0.726478 -3.119779 -0.04 -0.03 -0.05 0.40
H -3.076261 -0.350754 -0.899755 -0.01 0.02 0.02 0.41
N 1.443701 0.557336 0.520957 0.25 0.08 -0.48 0.30
S 1.004630 -0.984969 -1.849287 -0.02 0.18 0.04 -0.29
C -2.155742 1.615157 0.862432 0.30 -0.01 -0.06 0.36
H 2.979985 1.735969 3.276627 -0.03 0.01 -0.01 0.38
C 3.700459 2.015285 1.221164 -0.07 0.00 0.04 -0.11
C -2.788172 -0.148333 2.541836 0.04 0.04 0.00 -1.70
C 2.854611 0.683094 -2.916609 0.04 0.09 0.13 -0.36
H 4.144320 2.053734 -0.867180 0.02 -0.02 0.04 0.34
C 2.001145 1.136159 -3.854449 -0.11 0.08 -0.02 -0.32
C -3.466680 -0.383671 0.120071 0.01 0.00 -0.09 -1.78
O -1.007589 1.879484 0.344652 -0.33 -0.11 0.15 -0.49
O -3.033725 2.399713 1.178310 -0.01 0.06 -0.01 -0.72
N -0.295794 0.145726 -1.731932 0.10 -0.18 -0.14 0.14
C 2.819460 1.525161 2.228888 0.07 -0.02 -0.05 -0.92
H -1.272260 -1.357052 0.307121 0.08 0.03 -0.10 0.35
H -3.075369 -1.191663 2.694638 0.03 0.02 -0.01 0.36
C 2.353890 0.136021 -1.655014 -0.12 -0.22 0.02 -0.20
C 2.451912 0.757682 -0.427839 -0.03 -0.01 0.05 0.22
C 0.545317 1.311633 -3.775917 0.08 -0.10 0.05 -0.54
C -0.382201 0.969324 -2.839630 0.17 0.00 0.15 -0.13
H -3.772787 -1.406720 0.358020 0.02 0.00 -0.02 0.43
C 3.501819 1.684105 -0.077748 -0.03 -0.06 -0.01 -0.81
Be -0.154592 0.589590 -0.135007 -0.15 0.07 0.16 -0.16
H 4.518019 2.671638 1.498427 0.02 -0.02 -0.02 0.37
```
Positions in Å, forces in eV/Å.

## Properties
* maximum force: 0.5 eV/Å
* HOMO-LUMO gap: 5.90 eV
* energy relative to the best compared isomer or geometry (same formula, charge and spin): 0.0 kcal per mole
* total charge: -1



No. 5
# C14H15Cl4NO8SSn

C14H15Cl4NO8SSn as an isolated structure (ωB97M-V/def2-TZVPD, the Open Molecules 2025 dataset).

```
44
Properties=species:S:1:pos:R:3:forces:R:3:mulliken_charge:R:1
H -0.927076 -2.403749 -2.810123 0.05 -0.01 0.04 0.25
O 1.357038 -4.595831 -1.054895 0.02 -0.11 0.05 -0.82
H -0.907080 -0.760405 1.366843 0.07 0.09 -0.04 0.27
Sn 1.127263 0.469493 -0.744817 0.17 0.23 0.03 1.27
H 4.147379 -1.089888 0.529825 0.00 -0.02 0.00 0.45
C 2.474224 -3.014174 0.311987 -0.14 -0.05 -0.07 -0.96
H 3.468144 -2.983220 -0.139960 0.01 -0.01 0.02 0.43
O -0.154662 0.335264 -3.211478 -0.21 -0.07 -0.09 -0.50
C -1.714825 -1.715549 -2.509132 0.07 0.07 -0.04 -0.52
O -0.865012 -1.673953 1.047719 -0.11 -0.01 -0.12 -0.34
C -1.120755 2.225948 0.326638 -0.13 0.21 0.06 -0.69
N 2.224912 -1.738384 0.971062 0.06 0.15 0.04 0.70
H 3.936461 -1.587109 2.223030 0.05 -0.01 -0.01 0.22
C 3.278335 0.405390 1.760802 0.15 -0.30 0.09 0.39
H 2.464983 -3.846877 1.030092 0.08 0.01 0.02 0.24
H -1.582095 -1.495576 -1.451124 0.04 -0.04 0.10 -0.02
S -1.519950 -0.213635 -3.472139 -0.09 0.02 0.05 0.29
C -2.037511 4.871789 0.012253 -0.01 -0.12 0.03 0.16
O 3.922320 0.823419 2.724072 -0.01 0.08 -0.07 -0.77
H -2.706570 -2.124993 -2.710811 -0.01 0.03 -0.01 0.44
C -0.011700 -2.479155 1.827903 -0.05 0.04 -0.08 -0.80
O 0.559885 2.638023 -1.248883 0.27 -0.26 0.09 -0.95
H -2.604240 1.812770 -2.874915 0.01 -0.01 -0.01 0.32
Cl -2.974011 1.624550 2.168255 0.02 0.00 -0.03 -0.25
O -0.708427 0.986449 0.408342 0.42 -0.41 0.00 -0.25
O 1.048492 -2.411478 -1.506390 0.01 -0.14 0.05 -0.51
C -0.953205 4.397424 -0.741107 0.03 0.08 -0.03 0.13
H 1.220723 -0.887556 2.571338 -0.02 -0.02 0.05 0.38
C -2.192801 2.715925 1.058506 -0.06 -0.03 0.07 0.37
C 1.352010 -1.879425 2.125400 -0.09 0.06 -0.08 -0.81
C 3.455089 -1.075579 1.375709 -0.05 -0.03 0.08 -0.69
H -2.341871 0.757927 -1.456365 -0.02 0.01 -0.02 -0.23
C -2.657274 0.791798 -2.500383 0.08 -0.04 -0.02 -0.39
H 1.826357 -2.525132 2.889995 0.05 0.02 0.02 0.32
H -3.664186 0.389847 -2.620079 -0.02 0.03 0.02 0.43
O 2.513458 1.085008 1.003405 -0.50 0.40 -0.10 -0.64
Cl -0.184974 5.426932 -1.914312 0.01 -0.03 0.04 -0.25
H 0.101321 -3.410279 1.270257 0.00 -0.05 0.06 0.39
Cl -2.605162 6.500589 -0.202324 0.02 0.00 0.00 -0.25
Cl -3.975550 4.609540 1.897505 -0.01 -0.03 -0.02 -0.26
C -0.443567 3.101250 -0.592440 -0.13 0.10 0.04 0.55
C -2.655113 4.037190 0.923651 0.07 0.02 -0.07 0.21
C 1.514238 -3.374050 -0.853521 -0.10 0.17 -0.17 0.37
H -0.485016 -2.720536 2.790621 0.02 -0.01 0.04 0.33
```
Positions in Å, forces in eV/Å.

## Properties
* maximum force: 0.7 eV/Å
* HOMO-LUMO gap: 6.44 eV
* energy relative to the best compared isomer or geometry (same formula, charge and spin): 9.4 kcal per mole
* total charge: -2



No. 6
# C14H15ClN2S

The molecule C14H15ClN2S at a distorted geometry (ωB97M-V/def2-TZVPD, the Open Molecules 2025 dataset).

```
33
Properties=species:S:1:pos:R:3:forces:R:3:mulliken_charge:R:1
C -0.501444 -1.740478 -0.157738 -0.42 -0.29 -0.20 -1.02
H -1.653986 0.939674 1.996319 -0.17 0.03 -0.19 0.26
H -3.335208 2.628084 1.365867 0.15 -0.04 -0.24 0.39
C 0.164875 -0.442596 0.348354 0.50 0.19 0.45 3.57
H 1.319556 -1.121856 2.096527 0.21 -0.12 -0.23 0.60
H 0.067259 -3.328148 1.228739 0.01 0.11 -0.20 0.29
H 4.467043 -0.212506 -3.150317 -1.13 -0.36 -0.55 0.26
H 2.934783 -1.034164 -3.440400 0.28 -0.17 -0.35 0.27
C 0.350520 -0.684507 1.887060 -0.38 1.51 0.22 -1.90
C -0.800673 0.721241 0.015170 0.11 0.41 0.35 -0.21
C -0.735619 -2.595558 1.079087 -0.34 -1.22 0.20 -0.75
C -0.724873 -1.663345 2.278256 -0.29 -0.44 0.69 -0.55
C 1.557517 -0.192502 -0.217241 0.37 0.82 0.40 -0.87
H -1.700398 -1.174448 2.409667 0.21 -0.16 0.04 0.25
C -0.821235 1.242500 -1.285873 -1.63 1.55 0.69 -0.48
H 2.359512 1.037024 1.419187 0.26 -0.08 -0.16 0.41
H 0.329273 0.287747 2.441727 -0.04 -0.76 -0.30 0.46
H 0.100544 -2.258500 -0.909946 -0.12 0.19 0.06 0.35
C -1.760600 2.273834 -1.610326 0.79 -0.64 -0.39 -0.61
C 2.494007 0.567011 0.454291 -0.91 -0.57 -0.53 -0.90
C -1.695050 1.261062 0.960539 -0.43 0.94 -1.03 -0.34
C -2.645735 2.272923 0.599356 0.69 -0.84 0.73 -0.79
H -1.662425 -3.186375 0.992988 0.28 0.20 0.08 0.38
H -0.463470 -2.223651 3.206163 -0.34 0.51 -0.51 0.42
N 1.934455 -0.611611 -1.490703 -1.88 0.51 2.28 -0.39
S 3.891005 0.831960 -0.551748 -0.67 -0.10 -0.10 -0.22
H -1.759673 2.677261 -2.630168 -0.02 -0.19 0.42 0.36
N 3.438676 -0.259985 -3.045360 3.04 0.76 -1.00 -0.49
C 3.051082 -0.063582 -1.775619 0.19 -0.38 -0.30 0.51
Cl -3.908159 3.886901 -1.217663 0.01 0.19 0.13 -0.22
H -0.109665 0.899181 -2.015667 0.02 -0.07 -0.26 0.51
C -2.691491 2.783668 -0.690511 1.16 -1.51 -0.08 0.09
H -1.490402 -1.516259 -0.590017 0.50 0.03 -0.09 0.38
```
Positions in Å, forces in eV/Å.

## Properties
* SMILES string: Nc1nc(C2(c3ccc(Cl)cc3)CCCC2)cs1
* maximum force: 3.3 eV/Å
* HOMO-LUMO gap: 8.71 eV
* energy relative to the best compared isomer or geometry (same formula, charge and spin): 2.1 kcal per mole